# 1
{
  "formula": "C4H4N2O",
  "method": "ωB97M-V/def2-TZVPD",
  "lumo_ev": -0.565,
  "de_lowest_kj_mol": 155.2,
  "smiles": "NC1=CC(=O)N=C1",
  "gap_ha": 0.32954,
  "species": ["N", "C", "C", "C", "O", "N", "C", "H", "H", "H", "H"],
  "positions_angstrom": [[0.098, 0.648, 1.739], [-0.051, -0.007, 0.457], [-1.048, -0.359, -0.334], [-0.438, -0.555, -1.663], [-1.076, -0.745, -2.695], [1.068, -0.386, -1.557], [1.224, 0.117, -0.412], [-0.807, 0.659, 2.300], [0.919, 0.496, 2.258], [-2.109, -0.299, -0.189], [2.219, 0.432, 0.098]],
  "forces_ev_per_angstrom": [[-4.21, -1.07, -1.80], [2.40, 3.10, 2.29], [-0.08, 0.11, -0.04], [-1.29, -0.60, -1.98], [2.17, 0.37, 2.10], [-0.76, 0.65, -0.95], [0.56, -1.33, 1.92], [2.03, -0.07, -0.82], [0.94, -0.37, 0.50], [-0.14, -0.31, 0.10], [-1.63, -0.48, -1.31]],
  "mulliken_charge": [-0.5066, 0.6763, -0.5784, 0.4080, -0.4912, -0.4639, -0.1602, 0.2437, 0.2321, 0.3722, 0.2680]
}

# 2
{
  "formula": "C21H32BrIrN4O2S2Si2Te",
  "method": "ωB97M-V/def2-TZVPD",
  "lumo_ev": [-6.490, -9.090],
  "charge": 2,
  "de_lowest_kj_mol": 0.0,
  "spin_multiplicity": 5,
  "s2": 6.03,
  "gap_ha": [0.24647, 0.15441],
  "species": ["Ir", "N", "C", "N", "C", "C", "S", "C", "C", "S", "C", "N", "N", "H", "H", "H", "H", "H", "H", "Br", "C", "C", "C", "C", "C", "C", "C", "O", "O", "H", "H", "H", "H", "C", "Si", "C", "C", "C", "Te", "C", "Si", "C", "C", "C", "H", "H", "H", "H", "H", "H", "H", "H", "H", "H", "H", "H", "H", "H", "H", "H", "H", "H", "H", "H", "H", "H"],
  "positions_angstrom": [[1.730, -0.890, 0.387], [3.477, 2.331, -0.567], [4.065, 1.644, 0.357], [3.581, 0.486, 0.852], [4.447, -0.074, 1.703], [5.609, 0.682, 1.963], [5.615, 2.107, 1.072], [4.135, -1.374, 2.223], [4.852, -2.127, 3.094], [4.069, -3.621, 3.389], [2.791, -3.156, 2.304], [2.964, -1.959, 1.765], [1.751, -3.943, 2.060], [2.579, 1.949, -1.026], [3.883, 3.192, -0.910], [6.420, 0.425, 2.626], [5.787, -1.892, 3.577], [1.661, -4.852, 2.484], [1.023, -3.632, 1.434], [-2.853, 2.621, -4.936], [-1.762, 1.161, -4.459], [-1.962, -0.074, -5.061], [-1.167, -1.153, -4.700], [-0.185, -1.005, -3.735], [0.012, 0.239, -3.141], [-0.770, 1.333, -3.509], [1.031, 0.424, -2.074], [1.306, 1.547, -1.633], [1.586, -0.672, -1.628], [-2.733, -0.187, -5.811], [-1.318, -2.110, -5.182], [0.441, -1.838, -3.446], [-0.601, 2.298, -3.053], [1.142, 2.804, 2.065], [-0.724, 2.713, 2.006], [-1.319, 2.975, 0.259], [-1.498, 3.912, 3.199], [-1.172, 0.974, 2.624], [-0.703, -0.765, 1.479], [-2.034, -0.430, -0.150], [-3.037, -1.987, -0.602], [-4.038, -1.543, -2.103], [-1.797, -3.341, -0.968], [-4.100, -2.428, 0.864], [1.489, 3.804, 1.796], [1.553, 2.087, 1.352], [1.523, 2.569, 3.061], [-1.046, 3.977, -0.080], [-2.405, 2.895, 0.178], [-0.862, 2.264, -0.433], [-1.248, 4.939, 2.927], [-1.148, 3.746, 4.220], [-2.587, 3.830, 3.201], [-2.249, 0.852, 2.771], [-0.701, 0.792, 3.593], [-1.459, -0.060, -1.000], [-2.673, 0.380, 0.204], [-3.390, -1.241, -2.928], [-4.726, -0.721, -1.894], [-4.635, -2.394, -2.437], [-1.144, -3.066, -1.799], [-2.309, -4.266, -1.240], [-1.173, -3.570, -0.097], [-4.805, -1.626, 1.096], [-3.507, -2.630, 1.760], [-4.687, -3.324, 0.656]],
  "forces_ev_per_angstrom": [[0.43, 0.43, 0.00], [0.30, 0.03, 0.07], [-0.03, 0.03, 0.01], [0.03, -0.08, -0.02], [0.01, 0.10, -0.03], [0.00, 0.01, -0.01], [0.00, -0.05, 0.04], [0.06, 0.02, 0.05], [0.01, 0.02, 0.03], [0.00, 0.00, 0.01], [0.00, -0.04, 0.02], [-0.16, -0.25, -0.07], [-0.02, 0.02, -0.02], [-0.25, 0.03, 0.06], [0.03, -0.01, 0.03], [0.00, 0.00, 0.00], [-0.01, 0.00, 0.00], [0.01, -0.01, 0.00], [0.04, -0.01, -0.01], [0.01, 0.00, 0.01], [0.00, 0.01, 0.02], [0.01, 0.01, -0.03], [0.04, 0.02, -0.03], [0.04, -0.03, 0.06], [0.05, 0.12, 0.02], [0.02, -0.01, 0.00], [0.03, -0.40, -0.32], [-0.19, 0.03, -0.04], [-0.30, 0.01, -0.02], [0.00, 0.00, 0.00], [0.01, 0.00, 0.01], [-0.01, -0.01, -0.02], [-0.02, 0.00, 0.01], [0.03, 0.02, -0.01], [-0.03, 0.04, -0.03], [0.01, -0.04, -0.02], [-0.02, -0.03, 0.01], [0.02, -0.06, -0.02], [-0.21, -0.03, 0.16], [0.06, -0.04, -0.02], [-0.01, 0.05, 0.01], [0.00, -0.02, -0.01], [-0.01, -0.01, -0.01], [0.02, -0.01, 0.01], [0.02, 0.00, -0.02], [0.02, 0.00, 0.01], [0.01, 0.00, 0.01], [0.00, 0.01, 0.02], [-0.01, 0.00, 0.00], [-0.01, 0.02, 0.01], [0.01, 0.00, -0.01], [-0.01, 0.01, 0.00], [0.01, 0.00, 0.00], [0.01, 0.03, 0.01], [-0.02, 0.00, 0.03], [-0.02, 0.02, 0.03], [-0.03, 0.01, -0.02], [-0.01, 0.00, 0.01], [0.00, 0.00, 0.01], [0.00, 0.00, 0.00], [0.02, 0.01, 0.00], [0.02, 0.00, 0.00], [0.00, 0.00, 0.02], [0.01, 0.00, 0.00], [-0.01, 0.00, 0.00], [0.00, 0.00, 0.00]],
  "mulliken_spin": [2.3944, 0.2287, 0.0106, 0.0901, 0.1200, 0.3216, 0.1358, 0.0080, 0.1380, 0.0277, 0.0573, 0.0344, 0.0392, -0.0197, -0.0121, -0.0009, 0.0039, -0.0033, 0.0006, 0.0001, -0.0017, 0.0048, -0.0028, 0.0017, -0.0115, 0.0016, 0.0210, 0.0135, 0.1482, 0.0000, -0.0001, -0.0073, 0.0004, -0.0037, -0.0096, -0.0071, 0.0009, 0.0191, 0.1766, 0.0352, -0.0008, 0.0016, 0.0113, 0.0036, 0.0005, 0.0126, 0.0004, 0.0002, 0.0003, 0.0064, 0.0001, 0.0001, 0.0002, 0.0076, 0.0003, 0.0018, 0.0043, 0.0002, -0.0002, 0.0003, -0.0035, 0.0004, -0.0019, 0.0005, 0.0002, 0.0002]
}